# 1
DFT (ωB97M-V/def2-TZVPD) results for a molecular structure, C10H4AlNO4S5.

## Properties
Orbital gap = 5.66 eV

Positions of all 25 atoms, in Å:
Al (-1.162, 2.039, -0.114)
O (-1.098, 1.856, 1.701)
C (-0.550, 0.910, 2.321)
C (-0.099, -0.293, 1.749)
C (0.480, -1.265, 2.592)
C (0.833, -2.460, 2.067)
C (0.603, -2.768, 0.709)
C (0.058, -1.842, -0.132)
C (-0.267, -0.553, 0.349)
O (-0.714, 0.341, -0.459)
N (1.465, -3.466, 2.940)
O (1.733, -4.540, 2.443)
O (1.771, -3.122, 4.063)
H (-0.439, 1.046, 3.399)
H (0.638, -1.066, 3.645)
H (0.862, -3.756, 0.355)
H (-0.122, -2.059, -1.176)
S (0.514, 2.010, -6.384)
C (0.018, 2.302, -4.855)
S (-1.605, 2.051, -4.307)
C (-1.393, 2.616, -2.667)
C (-0.151, 3.018, -2.338)
S (0.355, 3.549, -0.727)
S (1.047, 2.913, -3.604)
S (-2.777, 2.539, -1.569)

Atomic forces in eV per Å
Al 0.2294 0.1445 -0.6366
O -0.3181 0.3608 0.0110
C 0.0857 -0.1576 0.0580
C 0.0286 0.0113 -0.1127
C -0.0872 0.1833 0.1772
C -0.0545 -0.3582 0.0002
C -0.0152 -0.1406 0.0636
C 0.0688 -0.0103 0.0150
C 0.0854 -0.0834 0.2859
O -0.1051 0.0373 -0.0834
N 0.6949 0.2322 -0.3075
O -0.2708 -0.0514 0.0668
O -0.3174 -0.0594 0.0446
H -0.0023 -0.0295 0.0356
H -0.0051 0.0038 -0.0471
H 0.0304 0.0386 0.0067
H 0.0319 0.0263 0.0103
S 0.0223 -0.0360 0.0045
C -0.0488 0.0955 -0.0019
S -0.1145 -0.0520 0.0112
C -0.1745 -0.0293 -0.0828
C 0.1705 0.1338 0.0309
S -0.0113 -0.2172 0.0602
S 0.1206 0.0188 0.0498
S -0.0436 -0.0614 0.3405

# 2
DFT (ωB97M-V/def2-TZVPD) results for a gas-phase ion, C2H6O2P (charge -1) in a non-equilibrium geometry.

## Properties
Orbital gap = 7.86 eV
Charge = -1
SMILES string = C=[P@](C)([O-])O

Positions of all 11 atoms, in Å:
C (0.691, -1.302, 1.005)
P (0.468, -0.172, -0.292)
C (-1.352, 0.065, -0.347)
O (0.989, -0.314, -1.673)
O (0.697, 1.738, -0.075)
H (1.749, -1.271, 1.404)
H (0.025, -0.796, 1.696)
H (-1.603, -0.750, -1.061)
H (-1.896, -0.086, 0.608)
H (-1.366, 1.095, -0.846)
H (1.598, 1.792, -0.419)

Atomic forces in eV per Å
C 1.6123 1.3892 -0.5817
P -1.3065 1.8359 0.7653
C 0.6021 0.2607 -1.1209
O 0.7058 -0.4416 -0.3821
O 0.4011 -2.4218 0.2716
H -0.9704 -0.3203 -0.3264
H -0.1663 -0.2185 0.8524
H -0.3781 0.6771 0.3428
H 0.3670 0.4748 -0.6651
H -0.7760 -1.4935 0.8563
H -0.0910 0.2581 -0.0123

# 3
DFT (ωB97M-V/def2-TZVPD) results for 2 unconnected molecules or ions with the total composition C11H17N2 in a non-equilibrium geometry.

## Properties
Orbital gap = 8.32 eV
Charge = +1

Positions of all 30 atoms, in Å:
C (3.055, 0.704, 0.176)
C (0.398, -1.167, -1.736)
C (0.916, -0.767, -0.479)
C (1.979, 0.167, -0.682)
C (2.122, 0.203, -2.044)
C (-0.514, -2.210, -1.897)
C (-0.898, -2.879, -0.715)
C (0.297, -1.358, 0.705)
C (-0.560, -2.411, 0.560)
N (1.041, -0.403, -2.744)
H (1.291, -0.965, -3.543)
H (-0.912, -2.721, -2.731)
H (2.748, 0.770, -2.713)
H (-1.531, -3.751, -0.809)
H (0.921, -1.125, 1.567)
H (3.539, -0.005, 0.901)
H (2.755, 1.498, 0.893)
H (-0.731, -3.000, 1.459)
H (3.828, 1.095, -0.529)
C (-2.388, 1.599, 1.505)
C (-1.776, 2.818, 0.800)
N (-1.329, 0.572, 1.695)
H (-2.915, 1.723, 2.499)
H (-3.242, 1.155, 1.017)
H (-0.779, 2.696, 0.411)
H (-1.834, 3.760, 1.371)
H (-1.584, -0.378, 1.409)
H (-0.583, 0.743, 1.015)
H (-0.931, 0.491, 2.638)
H (-2.382, 3.144, 0.002)

Atomic forces in eV per Å
C 1.0114 0.6417 1.4101
C -0.0041 0.7303 -1.0038
C -2.5469 -1.1124 1.2494
C 0.8008 -0.8313 -1.7163
C -1.6381 0.7935 -1.0633
C -0.0163 -0.8441 2.9622
C -0.4964 0.8446 -0.5354
C 3.4669 1.1079 -2.0965
C 0.4588 -0.8114 0.4306
N 0.7501 -1.4150 2.2669
H -0.0293 0.3382 -0.5341
H 0.1536 0.3924 -1.4949
H 0.6643 0.1286 0.4574
H 0.0210 -0.0222 0.0431
H -0.8009 -0.2508 0.6490
H -0.4062 0.0455 -1.0788
H -0.0626 -0.0168 -0.7524
H -0.5149 -0.0214 -0.2369
H -0.4226 -0.1304 0.9789
C -0.9730 0.4098 1.5559
C -0.9735 1.1171 1.2743
N 0.0181 -0.4221 -0.2418
H 1.2360 0.6390 -0.7260
H 0.2753 -0.3140 -1.0713
H 0.4068 -0.2847 0.0527
H 0.5419 -0.6869 0.4913
H -0.3631 -0.1736 0.1782
H 0.3133 0.0900 0.2813
H -0.0806 0.3135 -0.3173
H -0.7897 -0.2551 -1.4126

# 4
DFT (ωB97M-V/def2-TZVPD) results for a molecular structure, C21H20AsN5O7RuS3.

## Properties
Orbital gap (spin up / spin down) = 7.11 / 7.03 eV
2S+1 = 2
Charge = -1
<S²> = 0.755

Positions of all 58 atoms, in Å:
Ru (-0.958, 0.525, 1.547)
N (-0.309, 3.805, 4.546)
C (-0.303, 2.634, 3.816)
S (-1.604, 2.407, 2.703)
N (0.642, 1.789, 4.046)
N (0.479, 0.621, 3.327)
C (1.280, -0.311, 3.665)
C (1.280, -1.638, 3.090)
C (2.363, -2.491, 3.321)
C (2.368, -3.787, 2.847)
C (1.254, -4.252, 2.149)
C (0.164, -3.437, 1.924)
C (0.160, -2.105, 2.376)
O (-0.895, -1.359, 2.160)
H (-0.714, 4.598, 4.076)
H (0.562, 3.989, 5.018)
H (2.006, -0.085, 4.444)
H (3.210, -2.113, 3.885)
H (3.222, -4.431, 3.018)
H (1.239, -5.270, 1.778)
H (-0.708, -3.784, 1.384)
O (-0.642, 0.556, -2.282)
As (-1.763, 1.707, -1.579)
O (-1.587, 3.102, -2.405)
O (-1.447, 1.883, 0.072)
C (-3.545, 0.988, -1.806)
C (-4.314, 1.645, -2.757)
C (-5.615, 1.230, -3.016)
C (-6.149, 0.158, -2.320)
C (-5.386, -0.500, -1.364)
C (-4.092, -0.085, -1.105)
S (-3.137, -0.956, 0.132)
O (-3.821, -2.196, 0.373)
O (-3.100, -0.031, 1.296)
O (-1.797, -1.057, -0.452)
H (-0.742, -0.271, -1.781)
H (-3.878, 2.487, -3.281)
H (-6.207, 1.747, -3.762)
H (-7.162, -0.172, -2.519)
H (-5.779, -1.345, -0.814)
N (0.998, 2.832, -0.580)
C (1.614, 1.641, -0.651)
S (1.371, 0.441, 0.508)
N (2.459, 1.497, -1.703)
C (3.233, 0.394, -2.110)
C (3.788, -0.530, -1.232)
C (4.563, -1.567, -1.733)
C (4.808, -1.692, -3.091)
C (4.263, -0.759, -3.964)
C (3.479, 0.271, -3.478)
H (0.161, 2.823, 0.006)
H (0.863, 3.354, -1.437)
H (2.360, 2.203, -2.416)
H (3.613, -0.449, -0.170)
H (4.979, -2.286, -1.038)
H (5.413, -2.507, -3.467)
H (4.434, -0.840, -5.030)
H (3.029, 0.980, -4.164)

Atomic forces in eV per Å
Ru 0.5264 0.1021 0.3479
N 0.0055 0.0385 0.0084
C 0.0371 -0.0036 -0.0134
S -0.2642 0.2863 0.0378
N -0.0158 0.0644 0.1165
N -0.1591 -0.0011 -0.1425
C 0.0828 -0.0803 0.0233
C 0.0484 -0.0637 0.0148
C 0.0070 0.0237 0.0237
C 0.1107 0.0290 0.0296
C -0.1199 -0.0365 -0.0414
C 0.0341 -0.0133 -0.0240
C -0.0032 0.0219 -0.0092
O -0.0338 -0.2203 -0.0713
H -0.0115 -0.0314 0.0101
H 0.0024 0.0042 -0.0163
H 0.0160 0.0078 0.0086
H -0.0141 0.0016 -0.0068
H -0.0177 0.0007 0.0067
H 0.0029 0.0070 -0.0056
H 0.0015 0.0090 0.0013
O 0.0335 0.0462 -0.0755
As -0.0746 -0.0688 -0.0426
O 0.0549 0.0665 -0.0465
O -0.1319 0.0128 -0.0491
C 0.0146 0.0872 -0.0492
C -0.0443 0.0048 -0.0091
C 0.0278 0.0030 0.0139
C 0.0479 0.0018 0.0268
C -0.0991 -0.0284 -0.0097
C 0.0985 -0.0096 0.0570
S -0.0302 0.0878 0.0043
O -0.0511 -0.0019 0.0255
O 0.1042 -0.0476 -0.0532
O -0.1543 -0.1718 -0.1761
H -0.0135 -0.0806 0.0370
H 0.0000 -0.0027 -0.0053
H 0.0000 -0.0005 0.0039
H 0.0007 -0.0030 0.0018
H 0.0146 0.0004 -0.0012
N 0.0473 -0.1403 0.0301
C -0.0708 0.1019 -0.0539
S -0.0896 -0.0375 0.1004
N 0.0475 0.0751 0.0349
C -0.0050 -0.1145 -0.1000
C 0.0671 -0.0033 0.0481
C -0.0008 -0.0061 0.0246
C -0.0199 0.0269 -0.0122
C 0.0152 -0.0235 0.0116
C -0.0414 0.0184 0.0218
H 0.0051 0.0410 0.0100
H -0.0477 -0.0003 -0.0153
H 0.0131 0.0233 0.0269
H 0.0447 -0.0015 -0.0820
H -0.0002 0.0009 -0.0103
H -0.0029 0.0036 -0.0022
H 0.0015 -0.0022 0.0048
H 0.0036 -0.0036 0.0117

Short version: relative energy (zero: lowest compared OMol25 entry of this formula, charge and spin) = 0.0, 39.9, 37.9, 16.0 kcal/mol, in the order given.